1.
Molecular formula: C4H5NO
Method: DFT, ωB97M-V/def2-TZVPD

Geometry (Å):
1 C -1.4767 -0.0830 0.0295
2 C 0.0204 -0.0268 0.0055
3 C 0.9317 -1.1400 0.1447
4 O 2.1548 -1.0399 0.1153
5 N 1.9852 1.5001 -0.2298
6 C 0.8378 1.0541 -0.1534
7 H -1.7911 -1.1227 0.1693
8 H -1.9091 0.4969 0.8530
9 H -1.9273 0.2671 -0.9063
10 H 0.4472 -2.1254 0.2832
11 H 0.7271 2.2197 -0.3110

Cartesian forces (eV/Å) of the 2 atoms listed first:
-0.124 -0.002 0.007
0.059 -0.049 0.003

As for the charge: 0. For the molecular weight, the calculation gives 83.1 g mol⁻¹. Its HOMO energy is -8.6 eV. For the energy above the lowest of the compared OMol25 structures with the same formula, charge and spin, the calculation gives 95.33 kcal/mol.

Listed below, in e, are the Mulliken charges computed for each atom:
1. C -1.14
2. C 0.01
3. C 0.00
4. O -0.58
5. N -0.42
6. C 0.56
7. H 0.32
8. H 0.28
9. H 0.28
10. H 0.32
11. H 0.35



2.
Molecular formula: C4H6O2
Method: DFT, ωB97M-V/def2-TZVPD

Geometry (Å):
1 C -1.1427 -0.2896 -0.4650
2 C 0.3709 -0.0345 -0.3217
3 C 0.7287 1.4037 -0.0018
4 O 1.5060 2.0482 -0.6644
5 C 0.6424 -0.9590 0.8306
6 O 0.5098 -0.6247 1.9835
7 H -1.3300 -1.3148 -0.8137
8 H -1.6757 -0.1592 0.4849
9 H -1.5081 0.4193 -1.1975
10 H 0.8667 -0.3050 -1.2614
11 H 0.2490 1.8313 0.8984
12 H 0.7830 -2.0158 0.5279

Cartesian forces (eV/Å) of the 2 atoms listed first:
-0.238 0.261 -0.229
-0.025 -0.023 0.015

As for the charge: 0. Its SMILES is CC(C=O)C=O. For the molecular weight, the calculation gives 86.1 g mol⁻¹. Its HOMO energy is -9.9 eV. For the energy above the lowest of the compared OMol25 structures with the same formula, charge and spin, the calculation gives 28.75 kcal/mol.

Listed below, in e, are the Mulliken charges computed for each atom:
1. C -1.31
2. C 0.47
3. C -0.18
4. O -0.47
5. C -0.10
6. O -0.47
7. H 0.35
8. H 0.35
9. H 0.36
10. H 0.29
11. H 0.33
12. H 0.37



3.
Molecular formula: C19H23N3O2S
Method: DFT, ωB97M-V/def2-TZVPD

Geometry (Å):
1 C 0.8936 2.8269 2.3894
2 C 1.5805 1.9099 1.4393
3 C 2.0994 0.6691 1.6667
4 C 2.6600 0.2020 0.4413
5 C 2.4410 1.2134 -0.4947
6 N 1.7921 2.2262 0.1203
7 C 1.3514 3.4179 -0.5499
8 H 0.5586 3.1651 -1.2575
9 H 2.1809 3.8695 -1.0962
10 H 0.9748 4.1338 0.1759
11 C 2.7343 1.2465 -1.9462
12 H 3.3994 2.0752 -2.1903
13 H 1.8062 1.3775 -2.5040
14 H 3.2169 0.3197 -2.2401
15 C 3.3196 -1.0585 0.1692
16 O 3.9865 -1.2680 -0.8291
17 C 3.0975 -2.1600 1.1909
18 H 2.4892 -1.8412 2.0326
19 H 4.0598 -2.5305 1.5448
20 S 2.2964 -3.6335 0.4473
21 C 1.2634 -2.9147 -0.8691
22 H 0.8626 -3.7817 -1.3949
23 H 1.9168 -2.3641 -1.5449
24 C 0.1441 -2.0374 -0.3335
25 H 0.5633 -1.2026 0.2319
26 H -0.4882 -2.6202 0.3396
27 C -0.6910 -1.4737 -1.4863
28 N -1.7047 -0.5653 -1.0180
29 C -1.6258 0.8003 -1.1579
30 O -0.7528 1.4265 -1.7216
31 N -2.7419 1.3222 -0.5431
32 C -3.5244 0.3050 -0.0377
33 C -4.7291 0.3129 0.6351
34 C -5.2608 -0.9147 1.0027
35 C -4.6084 -2.1029 0.7036
36 C -3.3969 -2.1160 0.0287
37 C -2.8581 -0.8967 -0.3371
38 H -2.9010 -3.0445 -0.2041
39 H -5.0539 -3.0396 1.0014
40 H -6.2024 -0.9450 1.5289
41 H -5.2386 1.2362 0.8623
42 H -2.9581 2.3037 -0.5209
43 H -1.1670 -2.2851 -2.0462
44 H -0.0476 -0.9031 -2.1618
45 H 2.1077 0.1690 2.6150
46 H -0.1230 3.0457 2.0603
47 H 1.4338 3.7690 2.4909
48 H 0.8438 2.3557 3.3671

Cartesian forces (eV/Å) of the 2 atoms listed first:
0.066 0.021 -0.157
-0.106 -0.182 0.554

As for the charge: 0. Its SMILES is Cc1cc(C(=O)CSCCCn2c(=O)[nH]c3ccccc32)c(C)n1C. For the molecular weight, the calculation gives 357.5 g mol⁻¹. Its HOMO energy is -8.0 eV. For the energy above the lowest of the compared OMol25 structures with the same formula, charge and spin, the calculation gives 9.77 kcal/mol.

Listed below, in e, are the Mulliken charges computed for each atom:
1. C -1.70
2. C 0.41
3. C -0.64
4. C 1.00
5. C 0.04
6. N 0.30
7. C -1.09
8. H 0.31
9. H 0.33
10. H 0.43
11. C -1.78
12. H 0.41
13. H 0.31
14. H 0.38
15. C 0.43
16. O -0.64
17. C -0.49
18. H 0.24
19. H 0.47
20. S -0.19
21. C -0.83
22. H 0.46
23. H 0.30
24. C 0.40
25. H -0.16
26. H 0.40
27. C -1.41
28. N 0.41
29. C 0.05
30. O -0.67
31. N 0.02
32. C 0.15
33. C -0.83
34. C -0.49
35. C -0.83
36. C -0.52
37. C 1.10
38. H 0.40
39. H 0.38
40. H 0.38
41. H 0.40
42. H 0.21
43. H 0.36
44. H 0.35
45. H 0.38
46. H 0.34
47. H 0.33
48. H 0.38



4.
Molecular formula: C21H23LiN3O5P2S
Method: DFT, ωB97M-V/def2-TZVPD

Geometry (Å):
1 Li -1.2149 -0.1393 0.2389
2 O -0.4451 -5.4885 2.9248
3 C -0.6503 -4.3295 2.2362
4 C -0.3312 -4.2138 0.8877
5 C -0.5777 -3.0040 0.2621
6 N -1.1132 -1.9797 0.9093
7 C -1.4085 -2.0809 2.1975
8 C -1.1810 -3.2398 2.9169
9 C -1.9432 -0.7744 2.7795
10 O -2.2545 -0.7535 3.9764
11 O -1.9665 0.1754 1.9383
12 C -0.2364 -2.6940 -1.1920
13 O -0.0367 -3.6314 -1.9675
14 O -0.1923 -1.4483 -1.4151
15 H -0.1053 -6.1477 2.3122
16 H 0.0952 -5.0388 0.3288
17 H -1.4205 -3.2968 3.9693
18 C 2.4361 1.9115 0.3824
19 P 1.3162 0.5084 -0.1351
20 C 2.3487 -0.8785 0.5117
21 C 1.7622 0.4953 -1.9141
22 C 3.0614 0.3022 -2.3670
23 C 3.3281 0.2257 -3.7253
24 C 2.2916 0.3410 -4.6390
25 C 0.9945 0.5514 -4.1958
26 C 0.7155 0.6334 -2.8376
27 P -0.9642 0.8895 -2.1423
28 C -2.0374 0.0822 -3.3997
29 C -1.1592 2.6536 -2.6929
30 H 3.4445 1.8021 -0.0183
31 H 2.4940 1.9512 1.4732
32 H 2.0159 2.8511 0.0177
33 H 3.4169 -0.6688 0.4455
34 H 2.1083 -1.7757 -0.0556
35 H 2.0829 -1.0443 1.5577
36 H 3.8779 0.1952 -1.6618
37 H 4.3431 0.0651 -4.0685
38 H 2.4961 0.2609 -5.6999
39 H 0.1971 0.6362 -4.9240
40 H -1.9737 0.5538 -4.3812
41 H -3.0658 0.1462 -3.0410
42 H -1.7456 -0.9654 -3.4604
43 H -0.9200 2.7964 -3.7490
44 H -0.5066 3.2834 -2.0866
45 H -2.1870 2.9629 -2.4963
46 S -2.4270 3.7692 0.6809
47 C -2.0083 3.0847 2.1296
48 N -0.7040 2.6545 2.2979
49 C -0.2744 2.1047 3.4484
50 C -1.1022 2.0363 4.5167
51 C -2.4322 2.4516 4.2934
52 N -2.8608 2.9764 3.1800
53 H -0.1610 2.5659 1.4519
54 H 0.7419 1.7344 3.4663
55 H -0.7908 1.6114 5.4557
56 H -3.1710 2.3303 5.0792

Cartesian forces (eV/Å) of the 2 atoms listed first:
0.058 -0.008 -0.254
-0.013 0.024 0.075

As for the charge: -1. For the molecular weight, the calculation gives 498.4 g mol⁻¹. Its HOMO energy is -5.2 eV. For the energy above the lowest of the compared OMol25 structures with the same formula, charge and spin, the calculation gives 18.13 kcal/mol.

Listed below, in e, are the Mulliken charges computed for each atom:
1. Li 1.22
2. O -0.56
3. C 1.29
4. C -0.58
5. C 0.05
6. N -0.28
7. C 0.25
8. C -0.67
9. C 0.15
10. O -0.78
11. O -0.86
12. C -0.34
13. O -0.79
14. O -0.41
15. H 0.29
16. H 0.38
17. H 0.53
18. C -1.44
19. P 1.21
20. C -1.60
21. C -0.08
22. C -0.51
23. C -0.84
24. C -0.75
25. C -0.28
26. C 0.28
27. P 1.32
28. C -1.66
29. C -1.45
30. H 0.50
31. H 0.39
32. H 0.38
33. H 0.49
34. H 0.33
35. H 0.41
36. H 0.24
37. H 0.37
38. H 0.38
39. H 0.26
40. H 0.42
41. H 0.44
42. H 0.33
43. H 0.42
44. H 0.28
45. H 0.42
46. S -0.43
47. C 0.21
48. N 0.03
49. C 0.15
50. C -0.67
51. C 0.03
52. N -0.53
53. H -0.02
54. H 0.33
55. H 0.37
56. H 0.40



5.
Molecular formula: C2H5NO2
Method: DFT, ωB97M-V/def2-TZVPD

Geometry (Å):
1 C 0.2577 -0.4391 0.3301
2 C -0.8222 0.5517 0.3777
3 N 2.0533 0.3506 -0.4442
4 O 1.4635 -0.1080 0.8628
5 O -0.0755 -1.5452 -0.3246
6 H -1.7291 0.1823 -0.2325
7 H -0.3472 1.5612 0.2508
8 H -1.2198 0.5558 1.3480
9 H 2.6763 -0.3533 -0.7334
10 H 0.5663 -2.2746 -0.0639

Cartesian forces (eV/Å) of the 2 atoms listed first:
2.796 1.957 -1.759
-0.618 0.097 -1.393

As for the charge: 0. For the molecular weight, the calculation gives 75.1 g mol⁻¹. Its HOMO energy (spin up / spin down) is -7.9 / -7.9 eV. For the energy above the lowest of the compared OMol25 structures with the same formula, charge and spin, the calculation gives 126.51 kcal/mol.

Listed below, in e, are the Mulliken charges computed for each atom:
1. C 0.76
2. C -0.92
3. N -0.57
4. O -0.29
5. O -0.39
6. H 0.28
7. H 0.32
8. H 0.30
9. H 0.14
10. H 0.37